44
Properties=species:S:1:pos:R:3:forces:R:3:lowdin_charge:R:1 method="wB97M-V/def2-TZVPD" gap_ev=9.15 largest_force_ev_per_a=0.5 homo_energy_ev=-8.41 e_lumo_ev=0.737 smiles="COc1ccccc1N(CN1CCCC1=O)C(=O)c1ccccc1F"
C -1.46377 -3.29997 -1.68836 -0.179 -0.211 -0.042 -0.0652
O -0.84680 -2.07331 -1.37416 0.286 0.280 0.144 -0.0867
C -0.56019 -1.80493 -0.08110 0.145 0.160 0.203 -0.2284
C -0.64601 -2.72540 0.95776 -0.092 -0.101 -0.281 -0.0047
C -0.29204 -2.37244 2.24800 0.043 0.072 0.050 -0.0756
C 0.14631 -1.09317 2.53191 0.036 -0.012 0.133 -0.0800
C 0.21446 -0.15915 1.51336 -0.193 -0.096 -0.058 -0.0122
C -0.12695 -0.49951 0.21388 -0.073 -0.233 0.153 -0.1608
N -0.10112 0.48344 -0.80556 -0.211 -0.184 -0.153 0.0543
C -1.37333 0.77776 -1.44658 -0.235 -0.032 -0.389 -0.0678
N -2.34436 1.21857 -0.48820 0.174 0.351 -0.245 -0.0268
C -2.24135 2.51254 0.15030 0.110 0.228 0.051 -0.1348
C -3.55356 2.62200 0.93055 0.027 -0.032 0.073 -0.1498
C -3.91232 1.16596 1.22192 -0.053 0.039 -0.001 -0.0737
C -3.23118 0.38597 0.10877 -0.392 0.016 0.202 -0.4544
O -3.43530 -0.76541 -0.20282 -0.083 -0.420 -0.063 0.0798
C 0.95672 1.30348 -1.03429 0.157 -0.038 -0.073 -0.3935
O 0.88303 2.28975 -1.74358 0.099 0.199 0.030 0.0810
C 2.24146 0.92886 -0.36236 0.296 -0.112 -0.182 -0.0855
C 2.94438 1.91272 0.32627 -0.029 -0.110 -0.068 -0.0181
C 4.15197 1.62896 0.93630 0.008 0.110 0.073 -0.0775
C 4.69039 0.35562 0.84947 -0.053 -0.017 -0.036 -0.0733
C 4.02642 -0.63008 0.14127 -0.124 -0.071 -0.075 0.0019
C 2.81561 -0.33329 -0.45693 0.135 0.143 0.053 -0.2148
F 2.20562 -1.30265 -1.16691 0.044 0.152 0.066 0.0959
H -2.40785 -3.40840 -1.14733 0.040 0.001 -0.013 0.1009
H -0.80616 -4.14807 -1.47441 -0.018 0.039 0.004 0.0949
H -1.66043 -3.26124 -2.75857 -0.006 -0.054 0.078 0.0974
H -0.98709 -3.72910 0.76382 -0.044 -0.091 -0.059 0.1064
H -0.36364 -3.10753 3.03544 -0.011 -0.073 0.058 0.1044
H 0.41960 -0.81520 3.53800 0.026 0.018 0.093 0.1010
H 0.53348 0.85166 1.72470 -0.006 0.065 -0.010 0.1197
H -1.18516 1.56284 -2.18502 -0.072 -0.209 0.154 0.1413
H -1.76002 -0.12790 -1.92085 0.075 0.228 0.088 0.1378
H -2.11985 3.29483 -0.60217 0.037 -0.015 0.082 0.1288
H -1.37263 2.54218 0.82105 -0.002 0.048 -0.042 0.1207
H -3.44634 3.22067 1.83267 -0.015 0.052 -0.033 0.1086
H -4.32086 3.07589 0.30286 0.018 0.022 0.000 0.1135
H -4.98248 0.97107 1.24069 0.039 -0.092 -0.003 0.1196
H -3.48698 0.82424 2.16827 0.001 -0.043 0.009 0.1252
H 2.52276 2.90566 0.37372 -0.045 0.088 -0.023 0.1229
H 4.67682 2.40291 1.47496 0.039 0.067 0.048 0.1030
H 5.63370 0.13040 1.32295 0.083 -0.028 0.033 0.1054
H 4.43335 -1.62382 0.04007 0.016 -0.106 -0.028 0.1194